1.
A molecular structure, C9H17CdN6O4S, computed with wB97M-V/def2-TZVPD.

Each line ends with the Löwdin charge.
Geometry (Å):
Cd  1.0668  1.0141  0.9023  1.2161
O  -2.4319  0.3562  -0.7151  0.0353
C  -1.2399  0.0837  -0.7806  -0.6230
O  -0.2871  0.9576  -0.7590  -0.2099
C  -0.8119  -1.3673  -0.8316  -0.1708
C  0.4523  -1.7212  -1.3003  -0.0370
C  0.8643  -3.0434  -1.2715  0.0084
C  -0.0079  -3.9907  -0.7607  -0.1349
C  -1.2789  -3.6751  -0.3180  0.0245
C  -1.6799  -2.3477  -0.3627  -0.0054
N  0.4416  -5.3977  -0.6886  -0.3525
O  1.6044  -5.6196  -0.9520  0.0896
O  -0.3792  -6.2283  -0.3742  0.1021
H  1.1002  -0.9566  -1.7117  0.1151
H  1.8319  -3.3531  -1.6383  0.1233
H  -1.9290  -4.4570  0.0459  0.1276
H  -2.6695  -2.0550  -0.0387  0.1266
C  -2.2888  3.8134  -0.9757  -0.0293
N  -1.1786  3.8336  -0.0310  -0.0209
C  -1.1213  3.0824  1.0455  -0.9089
N  -2.1448  2.2943  1.3505  0.1391
S  0.2949  3.1197  2.0714  0.4959
H  -2.0882  4.5403  -1.7561  0.0984
H  -3.2141  4.0882  -0.4688  0.1022
H  -2.3872  2.8225  -1.4210  0.0811
H  -0.3607  4.3830  -0.2363  0.1284
H  -2.7350  1.9181  0.6109  0.0919
H  -2.0773  1.7573  2.1993  0.1036
N  3.4351  2.2759  -0.4812  -0.0486
N  3.3353  1.3135  0.5876  -0.1524
H  4.4025  2.5598  -0.6087  0.0861
H  2.9104  3.0991  -0.2044  0.0535
H  3.8420  1.6103  1.4212  0.0915
H  3.7780  0.4605  0.2586  0.0885
N  0.7896  -1.0352  1.9348  0.0157
H  -0.1207  -1.4075  1.6691  0.0378
H  0.8188  -0.9916  2.9499  0.0579
H  1.4639  -1.7363  1.6393  0.0535

Force components x, y, z for each atom (eV/Å):
Cd -0.1 0.1 0.1
O -0.1 0.0 -0.1
C -0.1 -0.1 0.1
O 0.2 0.0 0.0
C 0.0 0.0 -0.1
C 0.0 0.0 0.0
C 0.0 0.0 0.0
C 0.0 0.1 0.0
C 0.0 0.0 0.0
C 0.0 0.0 0.0
N 0.0 0.0 -0.1
O 0.1 0.0 0.0
O -0.1 0.0 0.1
H 0.0 0.0 0.0
H 0.0 0.0 0.0
H 0.0 0.0 0.0
H 0.0 0.0 0.0
C 0.0 0.0 0.0
N 0.0 0.0 0.0
C 0.0 0.0 0.0
N -0.1 -0.1 0.0
S 0.1 -0.1 -0.1
H 0.0 0.0 0.0
H 0.0 0.0 0.0
H 0.0 0.0 0.0
H 0.0 0.0 0.0
H 0.0 0.0 0.0
H 0.0 0.0 -0.1
N 0.1 0.0 0.0
N 0.1 0.0 -0.1
H 0.0 0.0 0.0
H 0.0 0.0 0.0
H 0.0 0.0 0.0
H 0.0 0.0 0.0
N 0.0 0.0 0.1
H 0.0 0.0 0.0
H 0.0 0.0 0.0
H 0.0 0.0 0.0

Spin multiplicity: 1
Gap between HOMO and LUMO: 9.39 eV
Total charge: +1



2.
5 unconnected molecules or ions with the total composition C9H17Cl3O16S4 in a non-equilibrium geometry, computed with wB97M-V/def2-TZVPD.

Each line ends with the Löwdin charge.
Geometry (Å):
O  0.4916  -1.3448  0.3936  -0.2995
S  0.8408  -2.7194  0.0068  0.7532
O  0.3286  -3.8573  0.7932  -0.2401
O  0.3455  -2.9245  -1.5541  -0.2008
C  1.3865  -2.6645  -2.4789  -0.1744
C  2.7169  -2.9936  -1.7827  -0.1653
O  2.4504  -2.8737  -0.3973  -0.2171
H  1.2124  -3.3292  -3.3251  0.1373
H  1.4000  -1.6135  -2.7675  0.1093
H  3.5061  -2.2869  -2.0394  0.1303
H  3.1048  -3.9926  -1.9819  0.1309
O  -5.7782  -0.9808  -1.6210  -0.2506
S  -5.6959  -0.1087  -2.7952  0.7147
O  -6.4437  -0.5347  -3.9542  -0.2447
O  -6.0389  1.4454  -2.4546  -0.1918
C  -4.9432  2.2597  -2.2202  -0.1951
C  -3.7732  1.5948  -2.9312  -0.1633
O  -4.1251  0.2371  -3.2165  -0.1983
H  -5.2674  3.2452  -2.5546  0.1382
H  -4.7851  2.3725  -1.1477  0.0989
H  -2.9323  1.5483  -2.2392  0.0704
H  -3.5181  2.0790  -3.8738  0.1330
O  -2.6755  2.6190  0.2208  -0.3080
S  -2.9570  1.5420  1.2273  0.7861
O  -4.1147  0.6491  0.8882  -0.2597
O  -1.6620  0.5428  1.5225  -0.2493
C  -1.3888  0.2793  2.8194  -0.1993
C  -2.6325  0.8672  3.7038  -0.0725
O  -3.0151  1.9676  2.8134  -0.2372
H  -1.3228  -0.7977  2.9741  0.1338
H  -0.4505  0.7614  3.0937  0.1263
H  -2.2921  1.1874  4.6885  0.1268
H  -3.5405  0.2679  3.7701  0.1234
O  7.7452  -1.6507  2.0193  -0.2375
S  6.5563  -0.8647  2.3507  0.7882
O  6.1563  -0.5805  3.7731  -0.2748
O  6.4582  0.5367  1.5221  -0.1926
C  5.0336  0.8341  1.3275  -0.1822
C  4.2996  -0.4569  1.3440  -0.2680
O  5.1661  -1.5315  1.5960  -0.1906
H  4.5763  1.4213  2.1238  0.1308
H  4.8469  1.3724  0.3983  0.0903
H  3.7759  -0.5734  0.3952  0.0873
H  3.5747  -0.5050  2.1566  0.1338
Cl  2.3514  1.6630  -0.6949  0.6035
C  0.6468  1.8676  -0.4024  -1.4355
Cl  -0.2446  0.8689  -1.6976  0.5416
Cl  0.1819  3.5931  -0.4162  0.5623
H  0.4446  1.5615  0.6240  -0.0023

Force components x, y, z for each atom (eV/Å):
O 1.4 -2.7 -0.3
S -1.4 -0.5 -0.8
O 1.7 2.9 -1.8
O 0.2 -0.1 1.6
C 0.6 -0.1 -0.3
C -0.2 -0.1 -0.3
O -1.4 0.4 2.0
H 0.0 0.3 0.0
H -0.3 0.0 -0.1
H -0.1 0.1 0.0
H -0.3 -0.1 0.1
O 0.6 2.1 -2.0
S 0.1 -0.9 0.5
O 1.0 0.9 1.1
O -1.8 -2.3 -0.4
C 0.2 0.8 0.8
C 0.6 0.1 0.2
O -1.8 -0.7 0.5
H 0.5 0.0 -0.5
H 0.2 -0.3 0.0
H 0.1 0.2 -0.3
H 0.1 0.0 0.1
O -0.2 -2.9 3.9
S -1.9 -2.0 -1.3
O 3.2 2.7 1.2
O -1.2 1.5 -3.6
C -1.2 -0.4 3.4
C 1.2 -0.3 -2.5
O -0.3 1.2 -0.9
H 0.1 0.0 -0.1
H -0.1 0.1 0.3
H -0.2 0.6 -0.4
H 0.5 -0.5 0.0
O -2.7 2.0 0.5
S -1.5 -0.6 2.1
O 1.4 -0.9 -4.1
O -0.5 -0.7 0.3
C 0.4 0.9 0.5
C -1.7 -1.2 0.1
O 3.1 0.2 0.5
H 0.9 0.4 0.2
H 0.9 -0.1 0.0
H 0.1 -0.6 0.1
H -0.3 0.4 -0.1
Cl 0.5 0.1 -0.1
C -0.8 0.1 -0.6
Cl 0.5 1.1 1.4
Cl 0.2 -0.6 -0.4
H -0.3 -0.6 -0.6

Spin multiplicity: 1
Gap between HOMO and LUMO: 10.77 eV
Total charge: 0



3.
A molecular structure, C9H17ClI2N2OPTb in a non-equilibrium geometry, computed with wB97M-V/def2-TZVPD.

Each line ends with the Löwdin charge.
Geometry (Å):
I  1.9294  0.8288  1.4342  0.9065
I  -1.6303  -0.9408  1.7129  0.9116
Tb  -0.2911  0.4085  -0.9842  0.9011
P  1.0787  -2.2026  -0.2163  0.5781
C  1.6289  -3.0384  1.3349  -0.2702
C  0.1191  -3.5704  -0.9550  -0.2677
H  2.4826  -1.8359  -2.1500  0.0482
H  2.8967  -3.3716  -1.3290  0.0694
H  3.4436  -1.8151  -0.6344  0.0517
C  2.6293  -2.3165  -1.1726  -0.2667
H  -0.2970  -3.2359  -1.9157  0.0486
H  0.7732  -4.4370  -1.1303  0.0691
H  2.0932  -4.0153  1.0942  0.0830
H  0.7577  -3.2086  1.9941  0.0439
H  -0.6972  -3.8660  -0.2837  0.0506
H  2.3734  -2.4056  1.8520  0.0433
C  0.4434  -0.5021  2.5371  -1.0553
O  0.5807  -0.5914  3.7130  -0.0125
Cl  -0.3452  0.1686  -3.4057  -0.0783
C  -2.6387  5.0584  -2.3324  0.0198
C  -2.1717  4.2454  -1.2009  -0.2440
C  -2.1762  4.4266  0.1901  0.0764
C  -1.5759  3.2677  0.7442  -0.2942
N  -1.2128  2.3993  -0.2635  -0.1716
N  -1.6007  3.0525  -1.4087  -0.0014
C  -1.3664  3.0262  2.1831  -0.0335
H  -3.7096  5.2376  -2.2774  0.1084
H  -2.1272  6.0170  -2.3714  0.1084
H  -2.4429  4.5475  -3.2701  0.0924
H  -2.5601  5.2813  0.7325  0.1398
H  -1.4671  2.6683  -2.3186  0.1052
H  -0.7074  3.8040  2.6309  0.1189
H  -2.3339  3.0050  2.7337  0.1188
H  -0.8799  2.0535  2.3383  0.0019

Force components x, y, z for each atom (eV/Å):
I -0.7 -0.6 0.1
I 0.9 0.1 0.1
Tb 0.4 -0.7 0.7
P 0.5 -1.3 -0.4
C -0.2 0.5 0.4
C -0.3 0.2 -0.2
H 0.2 -0.2 0.2
H -0.1 0.3 0.1
H -0.2 -0.1 -0.2
C 0.1 0.4 -0.3
H 0.0 -0.3 0.2
H -0.2 0.3 0.1
H -0.3 0.6 0.0
H 0.5 0.0 -0.2
H 0.1 0.1 -0.2
H -0.3 -0.4 -0.1
C -0.2 1.1 3.5
O -0.1 -0.3 -3.4
Cl 0.0 0.1 0.3
C -0.1 0.2 -0.4
C 0.3 -0.4 1.2
C 0.5 -1.0 -0.2
C -0.5 0.9 -1.4
N -0.5 1.0 0.6
N -0.2 0.5 0.1
C 0.3 -0.4 0.9
H -0.1 0.1 0.1
H 0.0 0.1 0.1
H 0.0 0.0 -0.2
H 0.1 -0.2 -0.1
H 0.1 -0.4 -0.7
H -0.5 -0.5 -0.3
H 0.7 0.1 -0.4
H -0.1 0.3 0.1

Spin multiplicity: 7
Gap between HOMO and LUMO (spin up / spin down): 6.78 / 6.83 eV
Total charge: +2



4.
2 unconnected molecules or ions with the total composition C9H17IN2O in a non-equilibrium geometry, computed with wB97M-V/def2-TZVPD.

Each line ends with the Löwdin charge.
Geometry (Å):
C  0.8377  0.7616  -0.6364  -0.0685
C  -1.2902  -0.2965  -0.6405  -0.1233
C  0.8355  -0.3987  -1.6898  -0.2187
C  -0.5490  -1.0335  -1.7234  -0.1132
C  1.3845  -1.6545  -1.3321  -0.1771
C  2.7397  -2.1164  -0.8781  0.0170
C  0.2741  1.7970  2.2399  -0.0224
C  -2.1038  0.7661  1.9864  -0.0174
C  -0.8263  1.3303  1.2085  -0.3102
N  0.1461  -2.2583  -1.1901  -0.1723
N  -0.2671  0.3029  0.2649  -0.1060
O  -0.1922  -3.4556  -0.9639  -0.0477
I  -1.6164  3.0026  -2.1232  -0.2308
H  1.8269  0.8839  -0.0275  0.1696
H  0.3114  1.5802  -1.2057  -0.0298
H  -1.8724  0.5673  -1.0807  0.0178
H  -1.9415  -0.9151  -0.0972  0.1156
H  1.2711  -0.1223  -2.6871  0.1787
H  -1.1589  -1.2065  -2.6939  0.2061
H  2.5704  -3.0480  -0.3298  0.0926
H  3.2046  -1.3151  -0.3536  0.0662
H  3.4300  -2.4029  -1.6503  0.0791
H  -0.3640  1.8866  3.1905  0.0919
H  0.9561  1.0491  2.4154  0.0306
H  0.8298  2.7860  2.0481  0.1154
H  -2.2482  -0.2428  2.0114  0.0314
H  -3.0734  1.2188  1.5426  0.1293
H  -2.0284  1.0067  3.0161  0.0482
H  -1.1909  2.0784  0.5354  0.0191
H  0.1048  -0.5513  0.8441  0.2288

Force components x, y, z for each atom (eV/Å):
C 0.1 -0.6 -0.6
C -1.0 1.5 -1.3
C 1.2 2.9 -2.4
C -1.3 0.0 -0.4
C -1.5 -3.6 2.2
C -1.6 -0.9 -0.5
C -3.0 2.7 0.2
C -0.4 3.3 -2.0
C -0.2 -0.7 1.4
N 3.7 -0.6 -1.1
N 0.9 -2.7 1.8
O -0.3 1.3 0.1
I -0.1 0.1 0.0
H -2.0 0.2 -1.4
H 1.3 0.3 0.8
H 0.6 -0.8 0.3
H -0.8 -0.8 0.8
H -0.7 0.6 0.8
H 1.3 0.4 1.7
H 0.2 0.4 0.5
H 0.4 0.4 0.9
H 0.1 0.1 -0.8
H 1.5 0.3 -1.2
H 1.8 -1.9 0.4
H -1.1 -1.6 0.0
H 0.0 -3.0 -0.5
H 1.7 -0.6 0.8
H -0.1 0.7 0.9
H 0.1 0.9 -0.3
H -0.7 1.9 -1.0

Spin multiplicity: 1
Gap between HOMO and LUMO: 7.29 eV
Total charge: 0